Entry 1:
# C26H46Cl2HfO2P2

A molecular structure, C26H46Cl2HfO2P2 at a distorted geometry (ωB97M-V/def2-TZVPD, the Open Molecules 2025 dataset).

```
79
Properties=species:S:1:pos:R:3:forces:R:3:mulliken_charge:R:1
Hf -0.108 -0.931 0.080 0.4 0.8 0.9 -0.67
C 1.932 -0.710 1.621 -0.6 -0.8 0.7 0.84
C 1.282 0.437 2.138 0.0 -0.1 0.0 0.64
C -0.175 -1.332 2.391 1.8 -0.4 0.2 0.52
C 1.086 -1.843 1.873 -0.7 0.9 0.9 1.38
C -0.006 0.068 2.580 0.2 -0.3 0.0 0.68
C 3.384 -0.785 1.333 0.2 0.2 -0.4 -1.93
H 3.683 0.102 0.773 0.3 -0.1 0.0 0.36
H 3.612 -1.669 0.747 0.2 0.0 0.0 0.38
H 3.969 -0.822 2.261 -0.1 0.0 -0.2 0.37
C 1.522 -3.250 2.018 0.0 -0.8 -0.5 -1.31
H 2.520 -3.388 1.590 -0.2 -0.2 0.2 0.48
H 0.800 -3.909 1.517 0.5 -0.1 0.3 0.06
H 1.545 -3.542 3.082 0.1 0.2 -0.3 0.40
C -1.256 -2.150 2.994 -0.4 -0.2 -0.1 -1.41
H -1.120 -2.219 4.083 -0.1 0.0 -0.2 0.36
H -1.261 -3.152 2.561 -0.1 0.1 0.3 0.33
H -2.223 -1.674 2.803 -0.1 -0.2 0.2 0.24
C -0.876 0.872 3.474 -0.3 0.6 -0.5 -1.80
H -0.527 0.840 4.516 0.1 0.0 -0.3 0.34
H -1.887 0.478 3.451 -0.1 0.1 0.2 0.46
H -0.880 1.912 3.127 -0.2 -0.1 0.3 0.34
C 2.024 1.677 2.514 -0.2 0.6 -0.6 -1.56
H 2.658 1.507 3.402 -0.3 -0.1 -0.4 0.29
H 1.336 2.504 2.732 0.3 -0.2 0.0 0.48
H 2.675 1.988 1.686 0.0 0.1 0.3 0.24
C 0.533 2.435 -1.902 0.3 0.3 0.4 0.34
C 1.602 2.593 -1.111 -0.4 0.0 -0.2 0.25
C 2.118 3.969 -0.784 0.7 0.0 0.0 -1.31
C 1.276 4.856 0.186 0.4 0.3 0.7 -1.05
C -0.017 4.291 0.704 -0.5 -0.2 -0.7 -0.29
C -1.080 4.171 -0.111 0.8 -0.2 0.2 -0.48
C -0.973 4.564 -1.564 -0.8 0.3 -0.1 -0.88
C -0.160 3.629 -2.506 -0.3 -0.3 -0.6 -1.27
H 2.253 4.563 -1.702 0.0 -0.5 0.1 0.45
H 1.111 5.827 -0.316 0.0 -0.4 0.4 0.41
H 3.114 3.868 -0.329 -0.2 0.0 -0.3 0.41
H 0.566 4.269 -3.034 -0.1 -0.5 0.1 0.40
H 0.136 1.443 -2.152 0.2 0.0 0.0 0.37
H 2.143 1.736 -0.697 -0.2 0.1 -0.1 0.22
H -0.859 3.268 -3.274 0.3 0.1 0.1 0.37
H -1.994 4.590 -1.980 0.4 0.3 0.2 0.39
H -2.039 3.749 0.199 0.3 0.2 0.2 0.52
H -0.560 5.582 -1.670 -0.3 -0.4 0.2 0.39
H 1.924 5.048 1.058 -0.3 0.2 -0.3 0.32
H -0.003 3.968 1.748 -0.4 0.2 -0.3 0.61
P 1.500 -1.661 -1.812 1.2 -0.9 -1.2 1.20
C 2.101 -3.317 -1.343 -0.2 -0.2 0.4 -1.23
H 2.481 -3.826 -2.230 0.0 0.1 0.0 0.62
H 1.298 -3.919 -0.903 0.2 0.1 -0.1 0.11
H 2.901 -3.244 -0.604 0.0 0.0 -0.1 0.29
C 0.513 -2.024 -3.283 -0.6 0.2 0.0 -0.86
H 1.068 -2.636 -3.998 0.1 0.2 0.1 0.51
H 0.195 -1.090 -3.754 0.1 -0.1 -0.1 0.40
H -0.394 -2.570 -3.004 0.3 0.2 -0.1 -0.19
C 2.985 -0.870 -2.453 -0.1 0.5 0.3 -1.35
H 2.691 0.058 -2.955 0.2 -0.1 0.0 0.39
H 3.481 -1.550 -3.148 0.0 0.1 0.0 0.52
H 3.642 -0.629 -1.612 0.1 0.0 -0.2 0.36
P -2.583 -0.124 -0.256 -2.0 -0.6 0.2 1.36
C -3.468 0.705 1.088 0.6 0.9 0.2 -1.41
H -4.380 1.177 0.730 -0.1 0.0 0.0 0.50
H -2.811 1.448 1.554 -0.4 0.1 -0.1 0.21
H -3.718 -0.037 1.849 0.0 0.0 -0.2 0.47
C -3.029 0.451 -1.919 0.4 0.7 -0.1 -1.25
H -2.952 1.537 -2.007 0.0 -0.1 -0.1 0.35
H -4.032 0.117 -2.188 0.0 0.1 0.1 0.52
H -2.316 0.006 -2.622 -0.1 0.0 0.0 0.30
C -3.621 -1.636 -0.243 0.4 -0.7 0.0 -1.51
H -4.678 -1.363 -0.256 0.1 0.2 0.0 0.67
H -3.424 -2.232 0.654 -0.1 0.1 0.0 0.36
H -3.412 -2.274 -1.105 -0.1 0.3 0.1 0.03
Cl -3.581 -5.189 -0.561 -0.1 0.0 -0.3 -0.07
C -2.116 -4.592 -1.316 0.2 -0.2 -0.3 0.01
Cl -2.425 -3.751 -2.891 0.0 -0.4 0.9 -0.16
C -1.313 -3.863 -0.238 0.2 -0.8 0.8 -0.05
O -1.008 -4.478 0.764 -0.5 1.0 -1.4 -0.62
O -0.929 -2.616 -0.497 0.2 0.0 0.3 0.41
H -1.464 -5.432 -1.551 -0.3 -0.2 -0.2 0.45
```
Forces are in eV/Å.

* ΔE to the lowest compared entry with this formula, charge and spin: 1.057 eV
* F_max: 2.16 eV Å⁻¹
* charge: +2
* electronic energy: -2819.3850 a.u.
* frontier orbital gap: 0.263 Eh
* 2S+1: 1


Entry 2:
# C6H11NO2S

C6H11NO2S in the gas phase at a distorted geometry (ωB97M-V/def2-TZVPD, the Open Molecules 2025 dataset).

```
21
Properties=species:S:1:pos:R:3:forces:R:3:mulliken_charge:R:1
C -2.710 -0.193 0.160 0.2 1.8 -0.7 0.38
C -2.105 -1.559 0.388 -1.5 -1.6 0.6 -0.46
C 0.149 -0.301 0.266 -1.8 -0.1 -1.1 -0.53
C 2.130 1.058 0.717 1.5 -0.7 -0.4 -1.51
C 2.259 -0.601 -1.215 0.3 1.4 0.4 -1.61
C 1.338 0.336 -0.376 -1.1 1.2 -1.1 0.96
N -1.912 0.674 -0.615 0.2 -0.5 1.9 -0.21
O -3.821 0.117 0.582 0.7 -0.4 0.2 -0.63
O -2.268 2.003 -0.404 0.4 -0.2 -0.8 -0.35
S -0.524 -1.743 -0.439 0.3 0.8 1.2 -0.04
H -2.199 -1.918 1.474 0.7 1.0 -1.3 0.29
H -2.818 -2.254 -0.092 0.4 0.1 -0.1 0.39
H -0.291 0.112 1.202 0.6 -0.6 -0.7 0.38
H 1.910 2.065 0.936 -0.7 1.4 -0.4 0.38
H 3.195 1.022 0.467 0.0 0.2 -0.1 0.37
H 2.094 0.613 1.691 -0.3 -0.9 0.4 0.41
H 2.429 -1.346 -0.514 1.6 -1.5 1.5 0.49
H 3.200 -0.061 -1.530 -1.1 -0.7 0.4 0.33
H 1.881 -1.224 -2.002 -0.8 0.6 -0.9 0.41
H 0.855 1.072 -1.101 0.6 -0.5 0.9 0.25
H -2.789 2.128 0.404 -0.3 -0.7 0.1 0.32
```
Forces are in eV/Å.

* ΔE to the lowest compared entry with this formula, charge and spin: 3.922 eV
* F_max: 2.66 eV Å⁻¹
* electronic energy: -838.4799 a.u.
* frontier orbital gap (alpha / beta): 0.290 / 0.236 Eh
* 2S+1: 1


Entry 3:
# C9H9BrOS

2 unconnected molecules or ions with the total composition C9H9BrOS at a distorted geometry (ωB97M-V/def2-TZVPD, the Open Molecules 2025 dataset).

```
21
Properties=species:S:1:pos:R:3:forces:R:3:mulliken_charge:R:1
C 1.272 1.186 -1.940 -0.4 -2.4 0.0 -0.30
C 0.565 0.015 -1.999 -0.2 1.8 0.4 -0.58
C 1.967 1.655 -0.780 -2.2 -3.3 1.3 -0.68
C 0.524 -0.973 -0.839 1.1 0.2 -0.2 -0.14
C 1.667 1.067 0.393 -1.4 -1.9 -2.8 -0.62
C 0.785 -0.190 0.423 2.0 2.4 0.7 0.10
C 0.512 -0.630 1.625 -1.1 -1.0 -0.1 0.48
C -2.222 0.648 2.334 -4.2 -0.1 1.6 -1.06
C -2.204 0.238 0.947 -1.1 -0.6 -1.8 0.39
O 0.084 -1.075 2.610 0.7 0.1 0.3 -0.42
S -2.550 -1.158 0.199 -0.1 0.8 0.8 -0.19
Br -1.824 1.844 -0.019 0.0 0.2 -0.8 -0.06
H 1.375 1.789 -2.785 -0.4 0.8 -1.4 0.46
H -0.137 -0.071 -2.821 0.3 -0.5 -0.2 0.33
H 2.561 2.469 -0.760 1.8 2.6 -0.3 0.52
H 1.450 -1.587 -0.987 -1.0 -0.3 0.1 0.27
H 2.050 1.524 1.219 0.8 0.6 2.7 0.48
H -2.600 -0.071 3.064 0.5 -0.7 -0.4 0.30
H -3.016 1.469 2.504 1.8 -0.6 -0.6 0.32
H -1.247 0.890 2.531 2.1 1.3 1.2 0.35
H -0.409 -1.576 -0.711 1.1 0.4 -0.6 0.05
```
Forces are in eV/Å.

* ΔE to the lowest compared entry with this formula, charge and spin: 1.910 eV
* F_max: 4.50 eV Å⁻¹
* electronic energy: -3395.6570 a.u.
* SMILES string: O=C=C1C=CC=CC1.CC(=S)Br
* frontier orbital gap: 0.266 Eh
* 2S+1: 1


Entry 4:
# C4H15NO4S

4 unconnected molecules or ions with the total composition C4H15NO4S at a distorted geometry (ωB97M-V/def2-TZVPD, the Open Molecules 2025 dataset).

```
25
Properties=species:S:1:pos:R:3:forces:R:3:mulliken_charge:R:1
O -1.969 -0.113 -2.073 -0.5 -0.1 -0.3 -0.60
C -1.670 0.507 -1.079 1.1 0.0 0.5 0.80
N -0.534 0.147 -0.359 -0.6 0.3 0.4 0.05
C 0.157 -1.103 -0.662 -0.1 0.7 -0.4 -0.92
C -0.484 -2.298 0.038 -0.5 0.3 -0.1 -0.63
S 0.658 -3.704 0.208 -0.1 -0.1 0.1 -0.23
C -2.387 1.744 -0.599 -0.3 0.5 0.0 -1.22
H -0.336 0.549 0.564 -0.4 -0.1 -0.8 0.18
H 0.090 -1.204 -1.764 0.3 -0.2 0.6 0.44
H 1.199 -0.942 -0.368 -0.1 -0.4 -0.1 0.49
H -1.404 -2.560 -0.512 0.4 -0.1 0.3 0.35
H -0.812 -1.985 1.060 0.4 -0.5 -0.6 0.29
H 0.857 -4.024 -1.089 -0.2 0.3 0.2 0.12
H -3.150 2.071 -1.312 0.2 -0.4 0.0 0.33
H -2.885 1.581 0.366 0.2 0.0 -0.1 0.29
H -1.683 2.577 -0.508 0.0 -0.2 0.2 0.32
H 2.527 2.294 1.150 0.1 0.8 0.1 0.33
H 1.762 1.055 1.559 -0.8 -0.3 0.7 0.34
O 2.452 1.363 0.987 1.1 -0.1 -0.5 -0.67
H 0.714 -0.502 2.602 0.5 -2.0 0.3 0.29
H 0.340 0.708 3.400 -0.4 0.8 2.4 0.25
O 0.492 0.397 2.548 -0.3 0.9 -2.4 -0.65
H 1.309 0.987 -1.737 0.9 0.3 0.3 0.30
H 2.489 1.272 -0.728 -0.6 -0.3 -1.1 0.44
O 2.268 1.180 -1.692 -0.3 0.0 0.3 -0.72
```
Forces are in eV/Å.

* ΔE to the lowest compared entry with this formula, charge and spin: 0.000 eV
* F_max: 2.62 eV Å⁻¹
* electronic energy: -915.3203 a.u.
* SMILES string: CC(=O)NCCS.O.O.O
* frontier orbital gap: 0.330 Eh
* 2S+1: 1